A single C14H19N3O4 molecule at a distorted geometry, computed with ωB97M-V/def2-TZVPD.

Last column: natural (NBO) charge in e.
Atoms and positions in Å:
O1 -0.151 -1.789 -0.836  -0.706
O2 -0.175 -1.396 1.481  -0.544
O3 0.887 2.853 -0.806  -0.630
O4 5.294 -1.906 0.293  -0.614
N1 5.041 -0.260 -1.295  -0.846
N2 1.559 0.786 -0.674  -0.629
N3 -1.130 2.539 1.013  -0.872
C1 -5.067 -1.499 0.217  -0.209
C2 1.658 -0.531 -0.059  -0.112
C3 4.855 -0.766 -0.028  0.663
C4 -4.565 -0.356 0.968  -0.209
C5 -3.477 0.381 0.610  -0.242
C6 -4.290 -1.806 -0.924  -0.222
C7 -3.136 -0.955 -1.187  -0.260
C8 -0.713 1.409 0.259  -0.123
C9 0.186 -1.181 0.379  0.798
C10 3.961 -0.023 0.988  -0.503
C11 -1.680 1.109 -0.932  -0.450
C12 2.566 -0.547 1.250  -0.408
C13 -2.625 0.067 -0.458  0.068
C14 0.708 1.768 -0.370  0.673
H1 -3.588 1.388 1.044  0.231
H2 -0.829 2.628 1.994  0.386
H3 4.594 -0.024 1.923  0.249
H4 -0.952 3.425 0.375  0.398
H5 5.256 0.800 -1.168  0.394
H6 -5.235 0.125 1.696  0.207
H7 -0.898 -2.435 -0.722  0.504
H8 -4.516 -2.630 -1.625  0.218
H9 2.588 -1.571 1.607  0.242
H10 -5.967 -2.028 0.414  0.216
H11 1.986 -1.187 -0.813  0.225
H12 -2.292 1.908 -0.999  0.232
H13 2.469 1.194 -0.922  0.398
H14 -0.389 0.491 0.761  0.208
H15 5.592 -0.839 -1.942  0.419
H16 -1.118 0.787 -1.872  0.229
H17 2.064 0.146 1.892  0.222
H18 4.199 0.955 0.617  0.199
H19 -2.671 -1.029 -2.149  0.199

Results
Energy   -27484.28669 eV
LUMO energy   0.423 eV
Kohn-Sham gap   9.129 eV
SMILES string   NC(=O)CC[C@H](NC(=O)[C@@H](N)Cc1ccccc1)C(=O)O
Relative energy (zero: lowest compared OMol25 entry of this formula, charge and spin)   102.0 kcal/mol

=====

A gas-phase ion, C3H7N2S (charge +1) at a distorted geometry, computed with ωB97M-V/def2-TZVPD.

Last column: natural (NBO) charge in e.
Atoms and positions in Å:
S1 1.622 0.274 0.253  0.480
N1 -0.714 -0.103 -0.819  -0.424
N2 1.280 -1.438 0.165  -0.756
C1 -0.022 0.841 -0.289  0.232
C2 -0.611 2.135 0.054  -0.736
C3 -0.494 -1.409 -0.306  0.029
H1 1.263 -1.852 1.017  0.413
H2 -1.664 1.891 0.017  0.276
H3 -0.910 -1.472 0.779  0.217
H4 -0.586 -2.320 -0.810  0.231
H5 -0.371 2.447 1.147  0.280
H6 -0.706 2.996 -0.694  0.306
H7 1.913 -1.991 -0.512  0.453

Results
Net charge   +1
Energy   -17030.61570 eV
LUMO energy   -4.628 eV
Kohn-Sham gap   9.805 eV
SMILES string   CC1=NC[NH2+]S1
Relative energy (zero: lowest compared OMol25 entry of this formula, charge and spin)   68.1 kcal/mol

=====

A single C8H9N5S molecule at a distorted geometry, computed with ωB97M-V/def2-TZVPD.

Last column: natural (NBO) charge in e.
Atoms and positions in Å:
S1 -3.474 0.504 -0.009  0.251
N1 2.139 0.966 -0.006  -0.411
N2 3.819 -1.241 -0.001  -0.368
N3 -1.657 -1.533 0.000  -0.327
N4 -0.336 -1.674 0.003  -0.250
N5 -0.762 0.479 0.010  -0.340
C1 1.648 -0.275 0.005  0.116
C2 2.511 -1.383 0.008  0.034
C3 -0.669 1.911 0.019  -0.433
C4 -4.518 -0.982 -0.012  -0.731
C5 4.299 -0.002 -0.013  -0.017
C6 3.456 1.098 -0.016  0.001
C7 -1.913 -0.244 0.005  0.175
C8 0.219 -0.482 0.009  0.262
H1 3.829 2.113 -0.025  0.200
H2 -5.033 -1.048 0.942  0.224
H3 -1.198 2.317 -0.845  0.212
H4 0.383 2.186 -0.015  0.268
H5 -5.233 -0.890 -0.823  0.226
H6 5.375 0.097 -0.022  0.201
H7 -1.134 2.304 0.926  0.211
H8 2.112 -2.387 0.018  0.225
H9 -3.861 -1.834 -0.158  0.272

Results
Energy   -26727.14507 eV
LUMO energy   0.115 eV
Kohn-Sham gap   8.365 eV
SMILES string   CSc1nnc(-c2cnccn2)n1C
Relative energy (zero: lowest compared OMol25 entry of this formula, charge and spin)   26.2 kcal/mol